(1)
C4H7N | wB97M-V/def2-TZVPD

Calculated values
HOMO, eV: -11.54
Energy above the lowest of the compared OMol25 structures with the same formula, charge and spin, eV: 0.131
Lowest unoccupied orbital energy, eV: 0.94
Kohn-Sham gap, eV: 12.48
SMILES: CC(C)C#N
M, g mol⁻¹: 69.1

Last column: natural (NBO) charge in e.
Cartesian coordinates (Å):
C  1.17  -0.62  0.25  -0.587
C  -0.01  0.04  -0.49  -0.322
C  -1.33  -0.12  0.28  -0.588
C  0.24  1.46  -0.73  0.281
N  0.59  2.55  -0.56  -0.324
H  0.98  -1.70  0.32  0.213
H  2.12  -0.48  -0.28  0.223
H  1.29  -0.24  1.27  0.218
H  -0.09  -0.41  -1.48  0.234
H  -1.55  -1.18  0.39  0.214
H  -1.27  0.33  1.28  0.218
H  -2.15  0.36  -0.26  0.221

(2)
C4H3NO | wB97M-V/def2-TZVPD

Calculated values
HOMO, eV: -10.40
Energy above the lowest of the compared OMol25 structures with the same formula, charge and spin, eV: 0.081
Lowest unoccupied orbital energy, eV: -1.28
Kohn-Sham gap, eV: 9.12
SMILES: O=C1C=CC=N1
M, g mol⁻¹: 81.1

Last column: natural (NBO) charge in e.
Cartesian coordinates (Å):
C  -0.78  -0.37  0.95  0.613
C  0.66  -0.01  0.77  -0.261
C  0.84  0.29  -0.52  -0.250
C  -0.50  0.13  -1.11  0.126
H  1.48  0.02  1.52  0.239
H  1.77  0.50  -1.09  0.237
H  -0.69  0.37  -2.15  0.195
N  -1.43  -0.27  -0.33  -0.455
O  -1.35  -0.64  1.97  -0.444

(3)
C6H5ClN3O7Re | wB97M-V/def2-TZVPD

Calculated values
HOMO (alpha / beta), eV: -13.61 / -13.36
Energy above the lowest of the compared OMol25 structures with the same formula, charge and spin, eV: 0.324
Lowest unoccupied orbital energy (alpha / beta), eV: -5.88 / -6.03
Spin multiplicity: 2
Charge: +1
Kohn-Sham gap (alpha / beta), eV: 7.74 / 7.33
⟨S²⟩: 0.76
M, g mol⁻¹: 452.8

Last column: natural (NBO) charge in e.
Cartesian coordinates (Å):
Re  -1.99  -0.28  0.95  1.585
C  1.02  -2.37  -0.11  -0.680
C  0.99  -0.89  -0.03  0.481
N  -0.06  -0.12  0.27  -0.516
C  0.35  1.20  0.19  -0.032
C  1.66  1.24  -0.15  0.076
N  2.03  -0.08  -0.28  -0.450
C  2.68  2.31  -0.37  0.762
O  2.28  3.56  -0.23  -0.626
O  3.79  1.97  -0.65  -0.528
C  -0.67  2.22  0.48  0.773
O  -0.51  3.40  0.47  -0.497
O  -1.86  1.61  0.75  -0.655
H  0.03  -2.77  0.06  0.259
H  1.70  -2.77  0.64  0.270
H  1.37  -2.68  -1.09  0.267
H  2.97  -0.35  -0.54  0.475
H  1.34  3.66  0.00  0.518
O  -3.00  -2.59  -0.97  -0.247
N  -3.92  -1.90  -0.79  0.750
O  -5.04  -1.84  -1.08  -0.165
O  -3.53  -0.62  0.12  -0.582
Cl  -1.61  -1.92  2.39  -0.237

(4)
C29H26F5N6O13P | wB97M-V/def2-TZVPD

Calculated values
HOMO, eV: -9.63
Lowest unoccupied orbital energy, eV: -0.92
Kohn-Sham gap, eV: 8.71
SMILES: CCOP(O)(OC#N)(ON=O)C(F)(F)C(F)(F)F.O=[N+]([O-])c1ccccc1.O=[N+]([O-])c1ccccc1.O=[N+]([O-])c1ccccc1.O=[N+]([O-])c1ccccc1
M, g mol⁻¹: 792.5

Last column: Mulliken charge in e.
Cartesian coordinates (Å):
C  -0.81  -5.13  1.09  -0.845
C  -1.38  -3.86  0.25  -0.241
O  -1.86  -2.81  1.14  -0.338
P  -3.55  -2.91  1.42  1.103
O  -4.21  -1.64  2.41  -0.613
O  -3.77  -2.00  -0.05  -0.352
C  -4.30  -0.72  0.30  0.423
N  -4.92  0.32  0.20  -0.545
O  -3.17  -3.89  2.84  -0.358
N  -2.11  -3.24  3.45  0.221
O  -2.36  -3.09  4.61  -0.378
C  -4.73  -4.24  0.71  0.653
F  -4.09  -5.45  0.30  -0.231
F  -5.32  -3.70  -0.49  -0.276
C  -5.96  -4.65  1.66  0.630
F  -6.13  -3.84  2.81  -0.205
F  -7.18  -4.53  0.90  -0.239
F  -5.82  -6.04  1.98  -0.224
H  -1.65  -5.67  1.66  0.169
H  -0.21  -5.85  0.43  0.362
H  -0.08  -4.75  1.91  0.268
H  -0.45  -3.42  -0.29  0.349
H  -2.10  -4.15  -0.59  0.279
H  -4.43  -2.00  3.30  0.393
C  -1.63  0.50  3.87  -0.216
C  -1.14  0.27  5.15  -0.515
C  0.06  0.83  5.56  -0.369
C  0.78  1.63  4.66  -0.092
C  0.30  1.86  3.37  -0.225
C  -0.90  1.28  2.98  -0.914
N  2.03  2.25  5.09  0.951
O  2.43  2.01  6.22  -0.604
O  2.62  2.97  4.29  -0.622
H  -2.57  0.06  3.56  0.437
H  -1.71  -0.35  5.84  0.368
H  0.43  0.65  6.56  0.442
H  0.85  2.47  2.66  0.985
H  -1.28  1.46  1.97  0.462
C  -6.16  -10.03  -3.39  -0.385
C  -5.67  -10.26  -2.11  -0.447
C  -4.45  -9.70  -1.71  -0.265
C  -3.74  -8.90  -2.61  0.059
C  -4.23  -8.67  -3.90  -0.335
C  -5.44  -9.24  -4.29  -0.434
N  -2.48  -8.29  -2.19  1.038
O  -2.08  -8.53  -1.06  -0.601
O  -1.90  -7.57  -2.99  -0.602
H  -7.10  -10.46  -3.69  0.368
H  -6.23  -10.88  -1.42  0.373
H  -4.08  -9.89  -0.71  0.435
H  -3.68  -8.06  -4.60  0.432
H  -5.82  -9.06  -5.28  0.367
C  5.65  5.44  0.26  -0.316
C  5.15  4.79  1.38  -0.592
C  3.88  4.22  1.35  -0.140
C  3.12  4.31  0.19  -0.003
C  3.61  4.97  -0.93  -0.579
C  4.88  5.54  -0.89  -0.266
N  1.80  3.69  0.14  0.927
O  1.39  3.13  1.16  -0.661
O  1.17  3.76  -0.90  -0.599
H  6.64  5.88  0.29  0.433
H  5.76  4.72  2.28  0.424
H  3.51  3.71  2.24  0.521
H  3.02  5.05  -1.84  0.439
H  5.27  6.06  -1.76  0.315
C  5.49  10.93  -5.06  -0.388
C  5.85  11.15  -3.73  -0.428
C  6.46  10.14  -2.99  -0.335
C  6.70  8.91  -3.59  0.167
C  6.34  8.67  -4.92  -0.368
C  5.73  9.69  -5.65  -0.437
N  7.36  7.85  -2.82  0.997
O  7.65  8.09  -1.65  -0.587
O  7.59  6.79  -3.39  -0.571
H  5.02  11.72  -5.64  0.366
H  5.66  12.12  -3.28  0.368
H  6.73  10.34  -1.96  0.425
H  6.52  7.71  -5.39  0.427
H  5.44  9.51  -6.68  0.368

(5)
C18H39N2O5 | wB97M-V/def2-TZVPD

Calculated values
HOMO, eV: -11.36
Lowest unoccupied orbital energy, eV: -5.37
Charge: +1
Kohn-Sham gap, eV: 5.99
M, g mol⁻¹: 363.5

Last column: natural (NBO) charge in e.
Cartesian coordinates (Å):
O  -1.50  -1.53  2.83  -0.458
C  -2.16  -1.06  1.93  0.413
C  -2.97  0.20  2.17  -0.568
C  -4.43  0.00  1.98  0.308
C  -5.06  -1.18  2.38  -0.185
C  -6.39  -1.24  2.20  -0.116
C  -7.05  -0.15  1.63  0.034
N  -6.47  0.94  1.22  -0.124
N  -5.15  0.95  1.42  -0.242
H  -2.13  -1.53  0.94  0.165
H  -2.61  1.01  1.54  0.257
H  -2.81  0.51  3.20  0.287
H  -4.51  -1.97  2.83  0.271
H  -6.97  -2.10  2.48  0.264
H  -8.11  -0.19  1.50  0.246
H  -4.68  1.79  1.11  0.444
C  1.57  -1.07  1.68  -0.634
C  1.61  -1.07  0.16  0.093
C  2.90  -0.48  -0.38  -0.633
O  0.47  -0.34  -0.35  -0.741
H  1.62  -0.05  2.06  0.194
H  0.62  -1.50  2.01  0.215
H  2.39  -1.64  2.11  0.224
H  1.49  -2.10  -0.20  0.176
H  3.01  0.56  -0.06  0.202
H  2.90  -0.49  -1.47  0.214
H  3.77  -1.04  -0.03  0.234
H  0.57  0.57  -0.05  0.456
C  6.17  -0.06  -2.86  -0.627
C  6.24  1.01  -1.79  0.093
C  7.45  1.91  -1.98  -0.630
O  6.28  0.41  -0.49  -0.728
H  7.05  -0.71  -2.82  0.201
H  5.29  -0.70  -2.71  0.205
H  6.11  0.37  -3.86  0.227
H  5.33  1.62  -1.81  0.168
H  8.37  1.32  -1.91  0.200
H  7.49  2.67  -1.20  0.217
H  7.44  2.40  -2.95  0.214
H  7.08  -0.13  -0.45  0.460
C  3.91  -2.96  -6.96  -0.629
C  5.05  -2.73  -5.98  0.094
C  4.95  -3.66  -4.78  -0.630
O  5.07  -1.37  -5.55  -0.717
H  2.95  -2.75  -6.48  0.193
H  4.00  -2.28  -7.82  0.221
H  3.90  -3.98  -7.33  0.213
H  6.00  -2.89  -6.49  0.179
H  4.02  -3.48  -4.24  0.192
H  5.78  -3.48  -4.09  0.218
H  4.97  -4.71  -5.09  0.214
H  4.24  -1.19  -5.10  0.455
C  -6.24  2.78  5.68  -0.627
C  -6.87  3.81  4.75  0.088
C  -8.35  3.52  4.53  -0.628
O  -6.18  3.82  3.50  -0.711
H  -6.31  1.78  5.25  0.175
H  -5.18  3.00  5.82  0.221
H  -6.72  2.78  6.66  0.227
H  -6.75  4.80  5.17  0.191
H  -8.49  2.54  4.07  0.181
H  -8.79  4.27  3.87  0.228
H  -8.90  3.54  5.48  0.224
H  -6.30  2.95  3.11  0.434

(6)
C4H11N2O | wB97M-V/def2-TZVPD

Calculated values
HOMO (alpha / beta), eV: -7.19 / -16.18
Energy above the lowest of the compared OMol25 structures with the same formula, charge and spin, eV: 3.464
Lowest unoccupied orbital energy (alpha / beta), eV: -2.93 / -7.88
Spin multiplicity: 3
Charge: +1
Kohn-Sham gap (alpha / beta), eV: 4.26 / 8.30
⟨S²⟩: 2.00
M, g mol⁻¹: 103.1

Last column: natural (NBO) charge in e.
Cartesian coordinates (Å):
C  0.06  0.39  -1.24  -0.315
C  -0.45  -1.07  -1.21  -0.271
C  -1.10  0.33  0.74  -0.192
C  1.22  1.39  0.97  0.061
N  -0.12  1.02  0.03  0.014
N  -0.82  -1.20  0.27  -0.734
O  1.80  0.12  1.19  -0.721
H  1.03  0.34  -1.50  0.221
H  -0.56  0.90  -1.99  0.285
H  -1.28  -1.35  -1.77  0.239
H  0.32  -1.76  -1.38  0.233
H  -0.88  0.51  1.76  0.232
H  -2.15  0.62  0.34  0.285
H  0.96  1.84  1.87  0.201
H  1.66  2.10  0.31  0.194
H  -1.60  -2.00  0.43  0.386
H  -0.04  -1.62  0.83  0.370
H  2.78  0.12  1.12  0.511

(7)
C30H64N6NiO6 | wB97M-V/def2-TZVPD

Calculated values
HOMO (alpha / beta), eV: -4.48 / -4.40
Lowest unoccupied orbital energy (alpha / beta), eV: 0.05 / 0.05
Spin multiplicity: 3
Kohn-Sham gap (alpha / beta), eV: 4.53 / 4.46
⟨S²⟩: 2.00
M, g mol⁻¹: 663.6

Last column: Mulliken spin population.
Cartesian coordinates (Å):
Ni  -2.88  22.25  0.94  1.836
C  0.62  24.82  -0.22  -0.002
C  0.81  23.76  -1.38  0.006
C  2.33  23.59  -1.46  0.000
C  2.72  22.33  -2.24  0.000
C  2.06  21.04  -1.62  -0.001
C  0.55  21.03  -1.63  0.003
N  0.15  22.39  -0.94  0.005
O  -1.17  22.43  -0.44  0.033
C  0.10  19.79  -0.77  0.000
C  0.02  20.90  -3.05  0.001
C  0.31  24.37  -2.81  0.000
H  -0.42  24.99  0.07  0.000
H  0.89  25.81  -0.59  0.000
H  1.41  24.82  0.53  0.000
H  2.69  23.53  -0.43  0.000
H  2.97  24.33  -1.95  0.000
H  3.81  22.24  -2.32  0.000
H  2.40  22.46  -3.27  0.000
H  2.43  21.02  -0.60  0.000
H  2.43  20.13  -2.10  0.000
H  0.46  18.88  -1.24  0.000
H  -0.98  19.71  -0.64  0.000
H  0.33  20.03  0.27  0.001
H  0.23  21.79  -3.64  0.000
H  -1.07  20.83  -3.03  0.000
H  0.32  19.97  -3.53  0.000
H  -0.69  24.02  -3.07  0.000
H  0.96  24.31  -3.68  0.000
H  0.22  25.45  -2.80  0.000
C  -5.16  22.11  -3.24  0.001
C  -5.91  22.11  -1.88  0.003
C  -7.40  22.01  -2.17  -0.002
C  -7.91  20.59  -2.36  0.000
C  -7.57  19.81  -1.09  -0.001
C  -6.07  19.62  -0.82  0.000
N  -5.51  20.97  -0.96  0.015
O  -4.25  21.25  -0.31  0.016
C  -5.36  18.77  -1.85  0.001
C  -6.01  18.98  0.59  -0.002
C  -5.76  23.52  -1.16  -0.002
H  -4.10  22.25  -3.04  0.000
H  -5.49  22.78  -4.03  0.000
H  -5.24  21.16  -3.77  0.000
H  -7.53  22.47  -3.15  0.000
H  -8.12  22.48  -1.51  0.000
H  -7.49  19.93  -3.11  0.000
H  -8.98  20.42  -2.50  0.000
H  -7.95  18.79  -1.21  0.000
H  -7.93  20.45  -0.30  0.000
H  -4.28  18.70  -1.72  0.000
H  -5.39  19.14  -2.88  0.000
H  -5.72  17.74  -1.82  0.000
H  -6.67  19.57  1.22  0.000
H  -5.08  19.11  1.15  0.001
H  -6.19  17.91  0.60  0.000
H  -5.86  23.40  -0.09  0.000
H  -6.60  24.21  -1.28  0.000
H  -4.93  24.12  -1.55  0.000
C  -2.61  19.55  2.41  0.013
O  -2.22  20.63  1.87  0.011
N  -2.86  19.53  3.72  0.006
C  -3.41  18.29  4.30  0.000
C  -2.89  20.69  4.67  -0.002
H  -2.58  18.57  1.91  0.000
H  -3.21  18.32  5.37  0.000
H  -2.92  17.34  4.05  0.000
H  -4.48  18.21  4.13  0.000
H  -2.60  21.69  4.33  0.001
H  -3.91  20.71  5.07  0.001
H  -2.21  20.42  5.47  0.000
C  -5.57  22.45  2.54  0.007
O  -4.37  22.37  2.53  0.024
N  -6.13  23.20  3.46  0.001
C  -7.58  23.44  3.50  0.000
C  -5.39  24.04  4.43  0.000
H  -6.27  21.95  1.84  0.002
H  -7.98  23.15  4.47  0.000
H  -8.21  22.97  2.74  0.000
H  -7.79  24.50  3.34  0.000
H  -5.44  23.53  5.40  0.000
H  -4.34  24.10  4.14  0.000
H  -5.70  25.08  4.47  0.000
C  -3.30  25.54  0.38  0.001
O  -3.57  24.34  0.58  0.012
N  -4.16  26.57  0.75  0.000
C  -3.72  27.94  0.55  0.000
C  -5.48  26.35  1.29  0.000
H  -2.34  26.00  0.10  0.000
H  -3.29  28.42  1.43  0.000
H  -4.40  28.64  0.07  0.000
H  -2.82  28.02  -0.04  0.000
H  -5.80  26.98  2.12  0.000
H  -6.16  26.57  0.47  0.000
H  -5.71  25.30  1.47  0.000
C  -0.89  24.21  2.74  0.009
O  -1.84  23.39  2.44  -0.007
N  -1.02  25.42  3.33  0.003
C  0.17  26.10  3.91  0.000
C  -2.32  25.93  3.89  0.000
H  0.17  23.98  2.60  0.001
H  0.26  25.93  4.99  0.000
H  0.15  27.19  3.92  0.000
H  1.12  25.69  3.59  0.000
H  -2.49  25.68  4.94  0.000
H  -2.26  27.02  4.01  0.000
H  -3.10  25.56  3.23  0.000

(8)
C9H16NO | wB97M-V/def2-TZVPD

Calculated values
HOMO, eV: -13.54
Energy above the lowest of the compared OMol25 structures with the same formula, charge and spin, eV: 2.848
Lowest unoccupied orbital energy, eV: -3.83
Charge: +1
Kohn-Sham gap, eV: 9.70
SMILES: CC(C)(C)[N@H+]1C=CC=C[C@@H]1O
M, g mol⁻¹: 154.2

Last column: natural (NBO) charge in e.
Cartesian coordinates (Å):
C  -2.37  0.81  -0.80  -0.214
C  -1.95  1.44  0.48  -0.166
C  -2.06  -0.47  -0.98  -0.204
C  -0.89  0.91  1.10  -0.067
C  -1.10  -1.20  -0.02  0.206
C  1.91  -1.23  -0.30  -0.655
C  0.97  0.88  -1.33  -0.657
C  1.93  0.80  1.06  -0.635
C  1.13  0.09  -0.04  0.197
N  -0.21  -0.28  0.67  -0.421
O  -1.85  -1.80  1.03  -0.680
H  -3.24  1.26  -1.22  0.251
H  -2.25  2.40  0.89  0.258
H  -2.29  -0.95  -2.00  0.256
H  -0.78  1.36  2.02  0.241
H  -0.39  -1.91  -0.55  0.211
H  1.40  -2.02  -0.84  0.218
H  2.72  -1.03  -0.91  0.250
H  2.39  -1.73  0.55  0.231
H  1.85  1.54  -1.21  0.250
H  0.02  1.49  -1.20  0.238
H  0.91  0.21  -2.28  0.246
H  1.35  1.58  1.45  0.227
H  2.21  0.02  1.75  0.221
H  2.86  1.16  0.64  0.248
H  0.04  -0.89  1.45  0.463
H  -2.32  -2.45  0.60  0.489